1.
{"formula": "C5H5O2S2", "method": "the ωB97M-V functional and the def2-TZVPD basis", "symbols": ["C", "C", "C", "C", "C", "O", "O", "S", "S", "H", "H", "H", "H", "H"], "positions_angstrom": [[-2.0995, 1.0827, -0.0230], [-0.7741, 0.7918, 0.4118], [-2.5631, 0.1039, -0.8052], [-0.2847, -0.4207, 0.0615], [1.3849, -1.1157, 0.4045], [3.4377, 0.8419, 0.7342], [3.5714, -0.5917, -1.1056], [-1.4893, -1.2214, -0.9004], [2.6458, 0.2157, -0.3421], [-2.7709, 1.8671, 0.2247], [-0.1424, 1.4927, 1.0072], [-3.5334, 0.0769, -1.1165], [1.3050, -1.1005, 1.5298], [1.3127, -2.0228, -0.0808]], "nbo_charge": [-0.26, -0.33, -0.44, -0.18, -0.61, -1.05, -1.06, 0.38, 1.52, 0.21, 0.23, 0.21, 0.21, 0.19], "gap_ev": 6.33, "e_homo_ev": -3.33, "total_charge": -1, "e_tot_ev": -31030.5279, "lumo_ev": 2.995, "relative_energy_ev": 0.3940}

2.
{"formula": "C33H91NO25", "method": "the ωB97M-V functional and the def2-TZVPD basis", "symbols": ["C", "C", "O", "O", "H", "H", "H", "H", "H", "H", "C", "C", "O", "O", "H", "H", "H", "H", "H", "H", "C", "C", "O", "O", "H", "H", "H", "H", "H", "H", "C", "C", "O", "O", "H", "H", "H", "H", "H", "H", "C", "C", "O", "O", "H", "H", "H", "H", "H", "H", "C", "C", "O", "O", "H", "H", "H", "H", "H", "H", "C", "C", "O", "O", "H", "H", "H", "H", "H", "H", "C", "C", "O", "O", "H", "H", "H", "H", "H", "H", "C", "C", "O", "O", "H", "H", "H", "H", "H", "H", "C", "C", "O", "O", "H", "H", "H", "H", "H", "H", "C", "C", "O", "O", "H", "H", "H", "H", "H", "H", "C", "C", "O", "O", "H", "H", "H", "H", "H", "H", "C", "C", "C", "C", "C", "C", "N", "O", "C", "C", "C", "H", "H", "H", "H", "H", "H", "H", "H", "H", "H", "H", "H", "H", "H", "H", "H", "H", "H", "H"], "positions_angstrom": [[30.2481, -16.1225, -16.5396], [29.7916, -16.8200, -15.2662], [30.7601, -17.7252, -14.7707], [30.1301, -17.0383, -17.6407], [31.2925, -15.8031, -16.5278], [29.6576, -15.2172, -16.6951], [28.9329, -17.4539, -15.5066], [29.5355, -16.0867, -14.5024], [31.2109, -18.0604, -15.5579], [29.4587, -16.6697, -18.2206], [27.5693, -14.8159, -12.2914], [27.1097, -16.2650, -12.2790], [27.5406, -17.1268, -13.3050], [27.0757, -14.0213, -13.3392], [28.6597, -14.8671, -12.4238], [27.4181, -14.4070, -11.2884], [26.0228, -16.3316, -12.2423], [27.4579, -16.6596, -11.3353], [27.1319, -16.9401, -14.1595], [27.5084, -13.1665, -13.3736], [23.9526, -19.0452, -19.7519], [25.4170, -19.0977, -19.3062], [26.2356, -19.2239, -20.4875], [23.4806, -20.3335, -20.1192], [23.8234, -18.3392, -20.5754], [23.2761, -18.7385, -18.9491], [25.6419, -19.9790, -18.7046], [25.7069, -18.2190, -18.7264], [27.1714, -19.2948, -20.2438], [24.2507, -20.9113, -20.1726], [32.7861, -20.0599, -17.3230], [31.3693, -20.6203, -17.3832], [30.5477, -19.7982, -18.2003], [32.8860, -18.8092, -16.6686], [33.1836, -19.9455, -18.3334], [33.3631, -20.7865, -16.7438], [30.9604, -20.5672, -16.3538], [31.3194, -21.6553, -17.7121], [30.5024, -18.8873, -17.8771], [33.3744, -18.9635, -15.8572], [26.0389, -19.0724, -15.5943], [27.2646, -19.9152, -15.9393], [27.6080, -19.6687, -17.3163], [26.3337, -17.6995, -15.8737], [25.8578, -19.2396, -14.5320], [25.1949, -19.4260, -16.1897], [27.0070, -20.9692, -15.7982], [28.1295, -19.6160, -15.3401], [28.3912, -20.2349, -17.3472], [26.4524, -17.6568, -16.8282], [29.2701, -20.6938, -21.7371], [28.5035, -20.3601, -22.9602], [27.1165, -20.6212, -22.8426], [28.9292, -19.8439, -20.6174], [30.3205, -20.4084, -21.8746], [29.2711, -21.7573, -21.4943], [28.9102, -20.9472, -23.7862], [28.6189, -19.3192, -23.2787], [26.7247, -20.2438, -22.0420], [29.5460, -20.1065, -19.9194], [23.2136, -16.8734, -15.7084], [23.1982, -15.5890, -14.8995], [21.8850, -15.0464, -14.7323], [22.3659, -17.8491, -15.1285], [24.2470, -17.2233, -15.7317], [22.8865, -16.5981, -16.7164], [23.9705, -14.8912, -15.2240], [23.5041, -15.7735, -13.8604], [21.4191, -15.8100, -14.3705], [22.4747, -18.7049, -15.5784], [21.5723, -20.7438, -17.1652], [20.2742, -20.6408, -16.3701], [20.3128, -21.2175, -15.0775], [22.6464, -20.2859, -16.3188], [21.5896, -20.0689, -18.0202], [21.6141, -21.8093, -17.4006], [19.4514, -21.0449, -16.9622], [19.9328, -19.6111, -16.2129], [20.8405, -20.6917, -14.4716], [23.3945, -20.6611, -16.8048], [27.5897, -22.5616, -19.8722], [26.4168, -23.3354, -20.3905], [25.2057, -22.7138, -19.9373], [27.7229, -22.8246, -18.4487], [27.4898, -21.4837, -20.0099], [28.4852, -22.8966, -20.4004], [26.4813, -24.2963, -19.8730], [26.3253, -23.3923, -21.4747], [24.5401, -23.3881, -19.7811], [28.4586, -22.2561, -18.1921], [29.2050, -21.3545, -11.3036], [28.8454, -19.8725, -11.4522], [28.0692, -19.7660, -12.6542], [28.1805, -22.2593, -11.7172], [29.5165, -21.4482, -10.2617], [30.0795, -21.5906, -11.9176], [29.6947, -19.1964, -11.3118], [28.2629, -19.5583, -10.5834], [28.0158, -18.8402, -12.9686], [27.7561, -21.7509, -12.4229], [30.3284, -21.5130, -15.2793], [31.7500, -22.1183, -15.2644], [31.7924, -23.5202, -14.9643], [29.5626, -21.9460, -16.4158], [30.4641, -20.4388, -15.3830], [29.7660, -21.7791, -14.3833], [32.2742, -21.6962, -14.3962], [32.3859, -21.8223, -16.0911], [31.1205, -23.6475, -14.2863], [29.5421, -22.9105, -16.3887], [25.4247, -22.0469, -15.6673], [24.5622, -23.1990, -15.2367], [24.7253, -24.3224, -16.1109], [25.2480, -21.6865, -17.0404], [26.4975, -22.2367, -15.5676], [25.2470, -21.1550, -15.0652], [23.5130, -22.9026, -15.1700], [24.8483, -23.5786, -14.2522], [23.8655, -24.6447, -16.3881], [25.4740, -22.4513, -17.5861], [24.4524, -16.9353, -8.4641], [25.1873, -18.1624, -9.0384], [24.2146, -19.3274, -8.8203], [24.3744, -20.6056, -9.6358], [24.2860, -20.2259, -11.1402], [25.2359, -19.0577, -11.4897], [25.2077, -17.9444, -10.5078], [25.9884, -16.8377, -10.9376], [26.6658, -19.6334, -11.5490], [24.8401, -18.6407, -12.8989], [26.5275, -18.5068, -8.3662], [24.3507, -16.9538, -7.3764], [23.4701, -16.8534, -8.9208], [25.0511, -16.0411, -8.6495], [24.3919, -19.7401, -7.8199], [23.1565, -19.0701, -8.8614], [23.5309, -21.2592, -9.4067], [25.2710, -21.1943, -9.4307], [23.2376, -19.9276, -11.2319], [24.4127, -21.1402, -11.7198], [27.3940, -18.8559, -11.7573], [26.9504, -20.0591, -10.5912], [26.7012, -20.4173, -12.3056], [23.9835, -17.9619, -12.9161], [25.6215, -18.0614, -13.3919], [24.5349, -19.4603, -13.5485], [26.3835, -18.4725, -7.2877], [27.3556, -17.9125, -8.7555], [26.7933, -19.5362, -8.6124], [26.8754, -17.1203, -10.6885]], "mulliken_charge": [-1.20, 1.14, -0.70, -0.44, 0.30, 0.49, -0.29, 0.02, 0.24, 0.25, -1.12, 0.27, -0.37, -0.52, 0.36, 0.43, 0.41, -0.01, -0.09, 0.33, -0.49, 0.50, -0.58, -0.60, 0.42, -0.04, -0.05, 0.07, 0.15, 0.45, -1.07, 0.56, -0.43, -0.49, 0.29, 0.66, -1.31, 0.83, 0.19, 0.33, 0.71, 2.00, 0.39, -1.05, -1.82, 0.40, -0.85, 0.41, -0.83, 0.42, -0.19, -0.62, -0.54, -0.41, 0.39, 0.16, 0.40, 0.28, 0.46, 0.23, 0.88, -0.90, -0.63, -0.50, -0.24, 0.35, 0.44, 0.31, 0.37, 0.29, -0.11, -0.79, -0.59, -0.07, 0.13, 0.31, 0.44, 0.29, 0.32, -0.32, 1.27, -1.19, -0.46, -0.56, -0.63, 0.45, 0.47, 0.36, 0.22, -0.02, -0.82, 0.39, 0.80, -0.65, 0.56, 0.20, 0.46, -0.04, 0.39, 0.37, -0.54, -0.67, -0.58, 0.12, -0.07, 0.89, 0.35, 0.29, 0.37, 0.25, -0.21, -1.08, -0.56, 0.20, 0.69, -0.06, 0.35, 0.33, 0.35, -0.20, -1.98, 1.76, -1.33, -0.72, -1.07, 1.72, -0.04, -0.10, -0.56, -1.46, -1.49, 0.41, 0.42, 0.36, 0.40, 0.36, 0.51, 0.25, 0.61, 0.09, 1.02, -1.03, -0.15, 0.92, -0.77, 0.23, 0.50, 0.18, 0.43, -0.10], "gap_ev": 7.64, "e_homo_ev": -7.47, "e_tot_ev": -88351.1873, "lumo_ev": 0.167}